## one
One molecule with the formula C7H11NO, computed with wB97M-V/def2-TZVPD.

Geometry (Å):
H  2.77  -0.47  -0.79
N  3.04  0.28  -0.15
C  2.01  0.94  0.24
C  0.60  0.66  -0.16
C  -0.10  1.87  -0.71
C  0.10  -0.58  -0.01
C  0.77  -1.79  0.56
C  -1.31  -0.83  -0.42
C  -2.41  -0.26  0.43
O  -1.55  -1.53  -1.41
H  2.15  1.81  0.90
H  0.57  2.44  -1.36
H  -0.43  2.52  0.11
H  -0.98  1.61  -1.31
H  1.60  -1.53  1.23
H  0.07  -2.37  1.16
H  1.15  -2.43  -0.24
H  -2.00  0.30  1.28
H  -3.02  0.43  -0.16
H  -3.03  -1.07  0.82

Properties
Orbital gap ... 10.14 eV
Total charge ... 0
LUMO ... 0.026 hartree
Highest occupied orbital energy ... -9.4369 eV
Structure (SMILES) ... [H]/N=C\C(C)=C(/C)C(C)=O

## two
One molecule with the formula C7H11NO, computed with wB97M-V/def2-TZVPD.

Geometry (Å):
C  -0.28  2.00  0.11
C  -0.79  0.64  0.22
C  -2.11  0.37  -0.19
O  -2.41  -0.91  -0.17
C  -1.13  -1.60  0.14
C  -0.02  -0.65  0.11
C  1.29  -0.72  0.99
C  2.03  -0.24  -0.45
N  0.83  -0.67  -1.02
H  -1.11  2.66  -0.15
H  0.68  2.09  -0.56
H  -0.04  2.46  1.20
H  -2.87  1.04  -0.61
H  -1.11  -2.50  -0.53
H  -1.33  -2.21  1.09
H  1.28  -0.07  2.01
H  1.67  -1.74  1.24
H  1.93  0.90  -0.46
H  3.07  -0.60  -0.85
H  0.44  -0.26  -2.12

Properties
Orbital gap ... 8.66 eV
Total charge ... 0
LUMO ... 0.034 hartree
Highest occupied orbital energy ... -7.7334 eV
Structure (SMILES) ... CC1=COC[C@]12CCN2

Which one sits at the top of the stability order? one does.

## one
A 5-piece molecular cluster, C2H13O4S overall, computed with wB97M-V/def2-TZVPD.

Geometry (Å):
C  -1.74  -1.94  2.12
C  -2.58  -2.36  0.94
S  -2.06  -1.55  -0.63
H  -0.71  -2.29  2.04
H  -1.71  -0.85  2.19
H  -2.12  -2.30  3.09
H  -2.52  -3.44  0.80
H  -3.61  -2.03  1.04
H  -0.18  -0.69  -0.49
H  0.97  -0.67  -1.43
O  0.77  -0.34  -0.55
H  5.07  2.80  -2.19
H  3.92  2.94  -1.21
O  4.75  3.38  -1.47
H  -2.42  1.21  -1.55
H  -0.95  1.20  -1.41
O  -1.68  1.83  -1.46
H  2.09  2.34  0.54
H  2.13  0.96  -0.30
O  2.59  1.80  -0.07

Properties
Orbital gap ... 6.78 eV
Total charge ... -1
LUMO ... 0.123 hartree
Highest occupied orbital energy ... -3.4227 eV

## two
A 5-piece molecular cluster, C2H13O4S overall, computed with wB97M-V/def2-TZVPD.

Geometry (Å):
C  -0.68  -1.50  -2.86
C  -1.14  -0.16  -2.33
S  -1.13  -0.04  -0.46
H  0.29  -1.39  -3.39
H  -1.38  -1.89  -3.61
H  -0.51  -2.30  -2.14
H  -2.18  0.04  -2.56
H  -0.43  0.62  -2.59
H  3.56  -1.29  1.51
H  4.47  -0.54  2.42
O  4.33  -1.44  2.07
H  -3.41  0.87  2.90
H  -3.38  2.09  2.07
O  -3.61  1.80  2.95
H  1.10  -0.66  0.19
H  1.73  0.65  0.55
O  1.97  -0.25  0.37
H  0.12  1.24  2.17
H  -0.20  2.14  1.03
O  0.45  2.01  1.71

Properties
Orbital gap ... 6.80 eV
Total charge ... -1
LUMO ... 0.129 hartree
Highest occupied orbital energy ... -3.2902 eV

Which one sits at the top of the stability order? one does.

## one
A 5-piece molecular cluster, C2H13O4S overall, computed with wB97M-V/def2-TZVPD.

Geometry (Å):
C  -3.67  2.27  -1.12
C  -2.55  1.27  -1.33
S  -1.10  1.71  -0.27
H  -4.59  2.35  -1.76
H  -3.99  2.18  -0.10
H  -3.20  3.23  -1.37
H  -2.81  0.30  -0.87
H  -2.02  1.19  -2.28
H  -1.90  1.31  1.75
H  -1.09  0.94  3.06
O  -1.94  1.23  2.74
H  4.04  -4.69  -0.20
H  4.62  -3.59  0.40
O  4.92  -4.49  0.15
H  0.87  0.21  -0.76
H  2.16  0.45  0.08
O  1.82  0.00  -0.69
H  2.79  -2.08  -0.30
H  1.59  -2.62  0.48
O  2.54  -2.70  0.41

Properties
Orbital gap ... 6.57 eV
Total charge ... -1
LUMO ... 0.118 hartree
Highest occupied orbital energy ... -3.3532 eV

## two
A 5-piece molecular cluster, C2H13O4S overall, computed with wB97M-V/def2-TZVPD.

Geometry (Å):
C  -0.53  -2.63  -0.20
C  -1.07  -1.29  0.29
S  -0.50  -0.88  1.97
H  -0.89  -3.42  0.46
H  0.56  -2.62  -0.11
H  -0.85  -2.84  -1.23
H  -2.17  -1.30  0.28
H  -0.81  -0.52  -0.45
H  1.36  -0.16  1.26
H  2.81  0.11  1.74
O  2.22  0.29  1.01
H  0.72  0.60  -2.22
H  -0.04  1.67  -2.87
O  0.28  0.79  -3.07
H  -2.24  2.17  1.64
H  -0.92  1.49  1.52
O  -1.39  2.30  1.22
H  0.38  2.23  -0.33
H  1.81  1.72  -0.17
O  1.25  2.29  -0.73

Properties
Orbital gap ... 7.31 eV
Total charge ... -1
LUMO ... 0.135 hartree
Highest occupied orbital energy ... -3.6497 eV

Which one sits at the top of the stability order? two does.

## one
A 2-piece molecular cluster, ClH4N2OP overall, computed with wB97M-V/def2-TZVPD.

Geometry (Å):
H  0.94  1.96  0.92
N  0.49  1.14  0.51
P  1.53  0.37  -0.35
N  0.96  -1.19  -0.50
H  0.11  -1.67  -0.24
H  1.57  -1.77  -1.08
O  -1.74  0.18  -0.23
Cl  -3.01  0.54  0.73
H  -0.84  0.44  0.24

Properties
Orbital gap ... 9.24 eV
Total charge ... 0
LUMO ... 0.001 hartree
Highest occupied orbital energy ... -9.2194 eV
Structure (SMILES) ... [H]/N=P/N.OCl

## two
One molecule with the formula ClH4N2OP, computed with wB97M-V/def2-TZVPD.

Geometry (Å):
N  -0.48  0.34  1.32
P  0.16  -0.53  0.06
N  -0.69  0.10  -1.27
O  0.32  -1.94  0.08
Cl  2.15  0.78  -0.29
H  -0.70  -0.37  2.07
H  0.08  1.15  1.64
H  -0.24  0.96  -1.59
H  -0.60  -0.50  -2.01

Properties
Orbital gap ... 10.94 eV
Total charge ... 0
LUMO ... 0.009 hartree
Highest occupied orbital energy ... -10.6909 eV
Structure (SMILES) ... NP(N)(=O)Cl

Which one sits at the top of the stability order? two does.

## one
ClH4N2OP as an isolated structure, computed with wB97M-V/def2-TZVPD.

Geometry (Å):
N  -0.30  0.53  2.21
N  -0.58  -1.35  -2.04
O  0.89  -1.55  2.57
P  1.12  -0.24  1.96
Cl  -0.12  -1.14  -0.40
H  -1.04  0.01  2.62
H  -0.50  1.39  1.74
H  -0.76  -0.44  -2.40
H  -1.36  -1.98  -2.02

Properties
Orbital gap ... 9.88 eV
Total charge ... 0
LUMO ... 0.006 hartree
Highest occupied orbital energy ... -9.7065 eV

## two
A 2-piece molecular cluster, ClH4N2OP overall, computed with wB97M-V/def2-TZVPD.

Geometry (Å):
N  0.42  -0.98  0.26
N  0.86  1.50  -0.63
O  2.93  0.01  0.41
P  1.54  0.25  -0.04
Cl  -4.04  -0.43  -0.08
H  0.89  -1.86  0.08
H  -0.44  -0.54  0.03
H  -3.49  -0.28  1.02
H  1.35  2.35  -1.06

Properties
Orbital gap ... 10.52 eV
Total charge ... 0
LUMO ... 0.006 hartree
Highest occupied orbital energy ... -10.3530 eV

Which one sits at the top of the stability order? two does.

## one
C4H12NO2 as an isolated structure, computed with wB97M-V/def2-TZVPD.

Geometry (Å):
C  -1.46  0.25  0.20
O  -1.53  1.20  -0.80
C  -0.04  -0.04  0.82
C  1.08  -0.26  -0.18
C  0.99  -1.77  -0.53
N  1.11  -2.81  0.55
H  -1.65  -0.83  -0.20
H  -2.22  0.46  1.05
H  0.05  -1.00  1.58
H  0.32  0.77  1.50
H  2.07  -0.09  0.22
H  0.96  0.28  -1.09
H  0.02  -1.98  -0.99
H  1.72  -2.01  -1.33
H  -0.25  -1.49  2.22
H  0.49  -2.70  1.31
H  -0.60  2.03  -0.47
H  -0.08  3.54  -1.05
O  0.03  2.99  -0.25

Properties
Orbital gap ... 5.39 eV
Total charge ... -1
LUMO ... 0.063 hartree
Highest occupied orbital energy ... -3.6822 eV

## two
A 2-piece molecular cluster, C4H12NO2 overall, computed with wB97M-V/def2-TZVPD.

Geometry (Å):
C  -0.78  0.39  1.46
C  -0.04  1.03  0.28
C  -1.06  1.75  -0.61
N  0.73  -0.01  -0.43
C  -0.04  -1.19  -1.14
O  -1.12  -0.91  -1.79
H  -1.10  -0.61  1.21
H  -1.64  0.99  1.76
H  -0.11  0.32  2.33
H  0.68  1.76  0.66
H  -1.94  1.13  -0.76
H  -0.65  1.92  -1.61
H  -1.43  2.67  -0.13
H  1.19  0.45  -1.20
H  -0.18  -1.92  -0.29
H  0.83  -1.57  -1.71
H  1.64  -1.67  2.17
H  1.73  -0.69  0.98
O  2.19  -0.95  1.82

Properties
Orbital gap ... 7.00 eV
Total charge ... -1
LUMO ... 0.151 hartree
Highest occupied orbital energy ... -2.8987 eV

## three
A 2-piece molecular cluster, C4H12NO2 overall, computed with wB97M-V/def2-TZVPD.

Geometry (Å):
C  -1.54  -0.87  0.76
O  -1.47  -0.94  2.11
C  -0.20  -0.43  0.10
C  0.91  -1.34  0.54
C  2.34  -0.96  0.17
N  -0.04  1.02  0.32
H  -2.29  -0.12  0.43
H  -1.80  -1.83  0.24
H  -0.39  -0.56  -0.99
H  0.67  -2.37  0.26
H  0.83  -1.50  1.62
H  2.82  -1.55  -0.62
H  2.43  0.10  -0.10
H  3.04  -1.07  1.01
H  0.93  1.30  0.29
H  -0.36  1.17  1.28
H  -2.59  3.69  -2.20
H  -1.37  2.82  -2.37
O  -1.94  3.43  -2.85

Properties
Orbital gap ... 6.21 eV
Total charge ... -1
LUMO ... 0.138 hartree
Highest occupied orbital energy ... -2.4428 eV

## four
A 2-piece molecular cluster, C4H12NO2 overall, computed with wB97M-V/def2-TZVPD.

Geometry (Å):
C  -0.57  1.19  0.25
O  -1.29  0.19  0.90
C  0.33  0.64  -0.93
C  1.66  0.01  -0.41
C  1.50  -0.94  0.74
N  0.45  -1.94  0.61
H  0.15  1.76  1.04
H  -1.18  2.03  -0.15
H  0.60  1.50  -1.63
H  -0.25  0.00  -1.52
H  2.35  0.79  -0.15
H  2.21  -0.45  -1.28
H  2.44  -1.53  0.85
H  1.29  -0.42  1.72
H  -0.48  -1.46  0.71
H  0.49  -2.37  -0.43
H  -2.51  0.03  0.14
H  -3.78  0.92  -0.04
O  -3.41  0.06  -0.40

Properties
Orbital gap ... 7.85 eV
Total charge ... -1
LUMO ... 0.152 hartree
Highest occupied orbital energy ... -3.7029 eV

Which one sits at the top of the stability order? two does.